Entry 1:
{"formula": "C24H34CrF2N3O16S2", "method": "ωB97M-V/def2-TZVPD", "spin_multiplicity": 4, "total_charge": -2, "total_energy_ev": -118190.59460, "gap_ha": [0.170, 0.184], "e_homo_ev": [-1.778, -1.782], "s_squared": 3.79, "species": ["Cr", "N", "S", "O", "O", "F", "S", "O", "O", "F", "C", "C", "C", "O", "C", "C", "C", "O", "O", "O", "H", "H", "C", "C", "C", "O", "C", "C", "C", "O", "O", "O", "H", "H", "C", "O", "C", "C", "N", "C", "C", "O", "C", "H", "H", "H", "H", "H", "H", "H", "H", "H", "H", "H", "H", "H", "H", "H", "C", "O", "C", "C", "N", "C", "C", "O", "C", "H", "H", "H", "H", "H", "H", "H", "H", "H", "H", "H", "H", "H", "H", "H"], "coordinates": [[3.5986, -5.6155, -12.2499], [2.0023, -5.1963, -11.2315], [1.6652, -4.0103, -10.2345], [1.2869, -4.1745, -8.8233], [1.2003, -2.8166, -10.9274], [3.1499, -3.6455, -9.9964], [0.3380, -5.6685, -11.1287], [-0.7594, -4.7972, -11.4892], [-0.0166, -6.6012, -10.0314], [0.3735, -6.6992, -12.3852], [6.1897, -2.2279, -13.0103], [5.3777, -3.4489, -12.9045], [6.0471, -4.7552, -13.3210], [5.2507, -5.7578, -13.4039], [7.4370, -4.8147, -13.6254], [8.1630, -3.6248, -13.7047], [7.4835, -2.2516, -13.4468], [8.0996, -1.0537, -13.4242], [9.3851, -3.7733, -14.0360], [4.2381, -3.6904, -12.4244], [5.8201, -1.2724, -12.6686], [7.8829, -5.7812, -13.8082], [3.6574, -10.9299, -10.8432], [2.9797, -9.8371, -11.3523], [3.6897, -8.8474, -12.2893], [3.1628, -7.7341, -12.7575], [5.0360, -8.9320, -12.4900], [5.7959, -9.9544, -11.9634], [5.0747, -11.1126, -11.1811], [5.7292, -12.0559, -10.7073], [7.0044, -9.8359, -11.8082], [1.7394, -9.6918, -11.0834], [3.1270, -11.5340, -10.1219], [5.5187, -8.2433, -13.1675], [5.1203, -5.8248, -17.0481], [3.7626, -5.4592, -16.7663], [2.8658, -6.4627, -16.2034], [1.8634, -5.9119, -15.2051], [2.5163, -5.0357, -14.2118], [1.6330, -3.9256, -13.9283], [1.7697, -2.8101, -15.0152], [3.1606, -2.4031, -15.1836], [3.3748, -1.4896, -16.2387], [5.0741, -6.7861, -17.5598], [5.8476, -6.0591, -16.2708], [5.5155, -4.9889, -17.6253], [3.4101, -7.3010, -15.7685], [2.3359, -6.9412, -17.0271], [1.3457, -6.7044, -14.6647], [0.9720, -5.4635, -15.6438], [3.1633, -4.5098, -14.7818], [1.9405, -3.3854, -13.0329], [0.6281, -4.2594, -13.6696], [1.1069, -1.9454, -14.9801], [1.4761, -3.1908, -15.9935], [4.4240, -1.1981, -16.1918], [2.7892, -0.6223, -15.9338], [3.1514, -1.8060, -17.2576], [4.3297, -4.7896, -6.6334], [4.2362, -5.1569, -7.9645], [4.1175, -6.4973, -8.0006], [3.9908, -6.9724, -9.5818], [4.6955, -6.1548, -10.5727], [6.0501, -6.6113, -10.3919], [6.9794, -5.6868, -9.4787], [6.4992, -4.3988, -9.8856], [7.0003, -3.2222, -9.2500], [4.8629, -3.8452, -6.7430], [5.0435, -5.3747, -6.0534], [3.3097, -4.5433, -6.3386], [3.3552, -6.9169, -7.3442], [5.0681, -6.9088, -7.6613], [2.9144, -7.0513, -9.7339], [4.1485, -8.0499, -9.6279], [4.9229, -5.3422, -10.0177], [6.5978, -6.3936, -11.3088], [6.2454, -7.6526, -10.1354], [8.0376, -5.8279, -9.6987], [6.7686, -5.9546, -8.4434], [6.3673, -2.3731, -9.5076], [8.0664, -3.1071, -9.4457], [6.8520, -3.3427, -8.1769]], "forces_ev_per_a": [[2.69, -2.34, -4.21], [-5.95, -0.48, 2.03], [3.16, 7.09, 3.74], [-0.73, -1.06, -2.91], [-0.40, -1.78, 0.75], [1.55, 0.21, -0.04], [-3.96, -7.92, -0.99], [2.10, 0.53, 0.06], [2.01, 2.71, -1.93], [0.49, 1.38, 0.78], [-4.47, -2.72, 0.90], [3.49, 0.92, -0.44], [2.60, 0.43, -1.12], [-0.83, -0.40, 0.91], [-4.38, -0.43, 1.06], [4.06, -0.14, -1.42], [3.51, 4.55, 0.49], [-1.33, -5.13, -0.67], [-2.25, 1.63, 0.79], [-1.36, 0.50, 0.77], [-0.27, -0.04, -0.06], [0.19, 0.13, -0.13], [2.82, 0.60, -1.03], [-3.23, -0.04, 0.00], [1.31, 1.73, 0.27], [-1.40, 1.43, 0.82], [-1.34, 0.05, -1.67], [0.87, -1.44, 2.31], [-1.46, -0.81, 1.67], [0.18, 0.50, -0.76], [0.72, -0.45, -0.42], [1.44, 0.85, -0.62], [0.21, -0.32, -0.12], [0.04, 0.39, 0.26], [-0.72, -0.74, -0.31], [-0.50, 0.01, 1.33], [0.81, -0.46, -0.63], [-0.19, -0.74, 0.58], [-0.23, 0.29, -0.23], [-0.20, 2.76, 0.85], [0.23, -0.58, -1.66], [-0.83, -1.21, 0.58], [0.02, 0.56, 1.26], [0.22, 0.12, -0.88], [-0.59, 0.57, 1.07], [0.00, -0.35, -0.26], [0.42, 0.31, 0.46], [-0.31, 0.17, -0.26], [0.67, -0.61, 0.10], [0.42, 0.86, -0.57], [1.52, -0.44, 0.01], [0.26, -0.34, 0.09], [-0.22, 0.19, -0.65], [0.04, 0.28, 1.11], [-0.04, -0.62, -0.34], [0.02, -0.15, 0.01], [-0.14, 0.52, -0.69], [-0.35, -0.45, 0.06], [0.69, 2.90, -0.73], [-0.08, 0.61, -0.42], [1.24, -2.89, -3.40], [-3.47, -0.86, 2.91], [-0.04, -0.99, 2.88], [5.15, 0.15, -1.99], [-2.21, 0.01, -0.59], [0.46, 0.34, 0.26], [-0.42, -1.19, 0.69], [-0.15, 0.57, 0.62], [-0.72, -0.68, 0.35], [0.14, -0.57, 1.14], [-0.56, -0.01, -0.37], [0.27, -0.50, 0.36], [-0.21, 0.85, -0.45], [1.07, 0.08, -0.23], [-1.30, 2.02, -0.25], [-0.29, -0.70, -0.53], [-0.64, -0.01, -0.20], [-0.05, -0.13, -0.19], [0.18, 0.70, 0.48], [0.33, -0.11, -0.61], [-0.05, 0.36, -0.23], [0.22, -0.02, 0.39]], "mulliken_charge": [1.479, 0.307, 0.715, -0.693, -0.621, -0.131, 0.846, -0.563, -0.595, -0.269, -1.210, 1.541, 0.073, 0.050, -0.582, 0.195, 0.115, -0.778, -0.724, -0.445, 0.471, 0.550, -0.741, 0.514, -0.334, -0.894, 0.083, 0.473, 0.304, -0.734, -0.725, -0.812, 0.368, 0.334, -0.735, -0.331, -0.722, -1.159, 1.067, -0.553, -1.197, -0.027, -1.007, 0.374, 0.265, 0.230, 0.349, 0.435, 0.257, 0.605, -0.148, -0.351, 0.748, 0.649, 0.448, 0.246, 0.382, 0.272, -1.186, 0.137, -1.403, -0.805, 1.735, -1.086, -0.863, -0.057, -1.071, 0.311, 0.402, 0.315, 0.518, 0.470, -0.020, 0.487, 0.235, -0.026, 0.645, 0.514, 0.216, 0.252, 0.286, 0.329]}

=====

Entry 2:
{"formula": "C24H34F9IN2O12", "method": "ωB97M-V/def2-TZVPD", "total_charge": -2, "total_energy_ev": -85548.85983, "gap_ha": 0.148, "e_homo_ev": -1.111, "species": ["N", "C", "C", "C", "C", "C", "N", "I", "C", "C", "C", "C", "C", "O", "O", "C", "O", "O", "C", "O", "O", "H", "H", "H", "H", "H", "H", "H", "H", "H", "H", "H", "H", "H", "H", "H", "H", "H", "H", "H", "C", "C", "O", "C", "O", "C", "F", "F", "F", "H", "H", "H", "H", "H", "C", "C", "O", "C", "O", "C", "F", "F", "F", "H", "H", "H", "H", "H", "C", "C", "O", "C", "O", "C", "F", "F", "F", "H", "H", "H", "H", "H"], "coordinates": [[1.9817, 2.1088, 0.9007], [1.9782, 3.5284, 0.4737], [1.2510, 4.3652, 1.5294], [0.4329, 5.5079, 0.9161], [-1.0233, 5.1194, 0.6219], [-2.0795, 5.6116, 1.6469], [-2.4445, 4.5161, 2.5799], [-1.3426, 4.8249, 4.3316], [-3.8945, 4.5126, 2.8750], [-4.7146, 4.2067, 1.6166], [-4.0094, 3.3173, 0.5860], [-3.4823, 2.0144, 1.1846], [-2.6834, 1.2883, 0.1421], [-1.7110, 1.7450, -0.4210], [-3.0753, -0.0321, -0.1670], [-4.3465, 5.9254, 3.4219], [-4.4517, 6.1028, 4.6510], [-4.5136, 6.8104, 2.5320], [-4.2770, 3.3778, 3.8786], [-5.4264, 3.3914, 4.3678], [-3.4119, 2.4662, 4.0352], [1.0113, 1.8330, 1.0039], [2.3372, 1.5445, 0.1380], [3.0236, 3.8107, 0.4191], [1.4708, 3.6406, -0.4850], [1.9675, 4.8033, 2.2153], [0.6214, 3.6945, 2.0982], [0.4767, 6.3639, 1.5781], [0.9133, 5.7664, -0.0284], [-1.3210, 5.4011, -0.3852], [-1.0687, 4.0362, 0.6472], [-1.6763, 6.4762, 2.1570], [-2.9373, 5.9628, 1.0906], [-5.0333, 5.1310, 1.1476], [-5.6217, 3.6908, 1.9076], [-4.7261, 3.0527, -0.1966], [-3.2147, 3.8615, 0.0886], [-4.2985, 1.3660, 1.4713], [-2.8025, 2.1955, 2.0125], [-3.6995, 0.0450, -0.8941], [-0.9232, -1.2271, -1.9993], [-0.5232, -2.3677, -1.0987], [-0.4725, -3.6294, -1.8242], [0.6097, -3.8739, -2.5262], [1.5791, -3.1856, -2.6448], [0.4856, -5.2621, -3.1739], [-0.7109, -5.4486, -3.7385], [0.6504, -6.2160, -2.2472], [1.4070, -5.4472, -4.1192], [-1.8687, -1.4495, -2.4963], [-1.0353, -0.3154, -1.4221], [-0.1770, -1.0557, -2.7781], [-1.2691, -2.5100, -0.3200], [0.4320, -2.1817, -0.6097], [-0.3654, -6.7297, 0.9846], [-1.1150, -6.6032, 2.2920], [-0.6427, -5.4777, 3.0481], [-1.1240, -4.2953, 2.6740], [-1.8916, -4.1013, 1.7837], [-0.5699, -3.1935, 3.5900], [0.7465, -3.3471, 3.7796], [-1.1689, -3.2534, 4.7848], [-0.7815, -2.0020, 3.0698], [0.7098, -6.7766, 1.1613], [-0.6743, -7.6280, 0.4505], [-0.5535, -5.8681, 0.3448], [-0.9410, -7.4757, 2.9191], [-2.1895, -6.5243, 2.1307], [4.7138, -3.2923, -5.4065], [5.6299, -3.8121, -4.3216], [6.8449, -3.0403, -4.2421], [6.7689, -1.8968, -3.5748], [5.8060, -1.4471, -3.0398], [8.1521, -1.2282, -3.5497], [8.7289, -1.2517, -4.7577], [8.9624, -1.8706, -2.6981], [8.0634, 0.0345, -3.1619], [5.2381, -3.2513, -6.3626], [3.8424, -3.9381, -5.5055], [4.3694, -2.2841, -5.1804], [5.9469, -4.8279, -4.5491], [5.1314, -3.8321, -3.3535]], "forces_ev_per_a": [[-0.01, 0.17, -0.24], [-0.33, -0.77, 0.76], [0.25, 0.34, -0.43], [-0.13, -0.44, -0.20], [0.06, -0.22, 0.62], [0.85, -0.50, -0.85], [-0.05, 0.74, -0.04], [0.01, -0.28, -0.11], [-0.95, 0.32, 1.09], [0.35, -0.48, -0.82], [-0.22, 0.20, 0.20], [0.33, -0.69, -1.33], [0.86, 0.71, -0.13], [-0.64, -0.65, 0.27], [-0.04, 0.25, 0.15], [-0.38, 0.90, 0.41], [0.42, -0.35, -0.40], [-0.05, -0.14, -0.13], [-0.06, -0.94, 0.64], [0.35, 0.12, -0.61], [0.01, 0.31, 0.08], [-0.09, -0.10, 0.12], [0.09, -0.11, -0.02], [0.17, 0.34, -0.40], [0.11, 0.18, -0.25], [0.23, -0.16, 0.30], [-0.27, 0.02, 0.29], [-0.08, 0.34, 0.06], [0.18, 0.35, -0.05], [0.00, 0.29, -0.16], [-0.10, -0.31, -0.20], [-0.16, 0.35, 0.19], [-0.42, -0.08, 0.27], [0.15, 0.26, -0.10], [-0.20, -0.01, 0.43], [-0.18, 0.06, -0.16], [0.27, -0.04, 0.00], [-0.14, -0.01, 0.49], [-0.15, 0.15, 0.49], [-0.18, -0.12, -0.07], [0.29, -0.18, -0.53], [-0.24, 0.61, 0.40], [0.00, -0.25, 0.03], [-0.26, 0.33, 0.30], [0.33, -0.05, -0.18], [-0.11, -0.16, -0.22], [-0.10, 0.02, -0.02], [0.07, -0.12, 0.14], [0.16, 0.06, -0.01], [-0.07, 0.04, 0.12], [-0.04, 0.05, 0.07], [0.07, -0.03, 0.06], [-0.04, -0.21, -0.09], [0.13, -0.14, -0.18], [0.12, 0.24, -0.10], [-0.05, -0.45, -0.23], [-0.01, 0.00, 0.19], [0.04, -0.33, 0.04], [-0.14, 0.18, -0.19], [0.06, 0.37, 0.14], [0.12, -0.09, 0.00], [-0.04, -0.13, 0.05], [-0.06, 0.06, -0.13], [-0.01, -0.10, 0.05], [-0.02, -0.02, 0.02], [-0.09, -0.04, -0.03], [0.10, 0.12, 0.15], [0.01, 0.20, -0.01], [0.10, 0.30, -0.09], [-0.46, -0.35, -0.09], [0.23, -0.05, 0.00], [-0.18, -0.39, -0.12], [-0.08, 0.27, 0.16], [0.19, 0.18, -0.05], [0.02, -0.03, -0.09], [0.03, -0.12, 0.07], [-0.08, 0.12, 0.07], [0.00, -0.12, -0.01], [0.00, -0.02, 0.05], [-0.07, -0.04, 0.10], [0.20, 0.06, -0.01], [0.05, 0.21, 0.04]], "mulliken_charge": [-0.758, -0.490, -0.560, -1.208, -0.232, -0.964, -0.512, 0.026, 1.813, -1.790, -0.434, 0.199, -0.160, -0.630, -0.398, 0.222, -0.720, -0.744, 0.098, -0.799, -0.726, 0.302, 0.235, 0.330, 0.277, 0.368, 0.300, 0.423, 0.382, 0.572, -0.074, 0.818, 0.308, 0.523, 0.534, 0.550, -0.006, 0.254, 0.292, 0.305, -0.699, -0.068, -0.306, 0.398, -0.565, 0.919, -0.265, -0.258, -0.238, 0.283, -0.072, 0.370, 0.228, 0.341, -0.874, -0.326, -0.336, 0.355, -0.510, 0.900, -0.270, -0.264, -0.174, 0.316, 0.402, 0.150, 0.325, 0.318, -1.084, -0.215, -0.316, 0.336, -0.497, 0.913, -0.253, -0.259, -0.234, 0.345, 0.318, 0.307, 0.296, 0.342]}

=====

Entry 3:
{"formula": "C24H34InN2S6", "method": "ωB97M-V/def2-TZVPD", "de_lowest_kcal_mol": 8.48, "total_charge": 1, "total_energy_ev": -98601.67871, "gap_ha": 0.265, "e_homo_ev": -10.373, "species": ["In", "C", "C", "S", "C", "C", "S", "C", "C", "S", "C", "C", "S", "H", "H", "H", "H", "H", "H", "H", "H", "H", "H", "H", "H", "H", "H", "H", "H", "C", "N", "C", "C", "N", "C", "C", "C", "C", "C", "C", "C", "S", "C", "C", "C", "C", "C", "C", "S", "H", "H", "H", "H", "H", "H", "H", "H", "H", "H", "H", "H", "H", "H", "H", "H", "H", "H"], "coordinates": [[0.4330, -0.0973, 0.0861], [-1.9069, 2.4000, 1.1002], [-2.6768, 1.5488, 2.0991], [-2.1478, -0.2073, 2.1096], [-1.5270, -0.4242, 3.7986], [-0.0946, 0.0396, 3.9613], [1.0031, -0.9320, 2.8811], [2.5134, 0.0275, 3.2265], [3.7333, -0.5110, 2.4963], [3.7111, -0.2739, 0.6946], [4.1475, 1.4726, 0.5483], [3.0776, 2.4674, 0.9731], [1.3945, 2.2645, 0.2979], [-0.8751, 2.5757, 1.3988], [-2.4204, 3.3500, 0.9595], [-3.7364, 1.5408, 1.8464], [-2.5538, 1.9418, 3.1069], [-1.6104, -1.4933, 3.9965], [-2.1918, 0.1026, 4.4819], [0.2358, -0.1149, 4.9895], [0.0160, 1.0945, 3.7009], [2.6750, -0.0306, 4.3047], [2.3100, 1.0606, 2.9489], [3.8327, -1.5860, 2.6472], [4.6310, -0.0224, 2.8748], [4.3860, 1.5907, -0.5086], [5.0547, 1.6488, 1.1294], [3.3635, 3.4501, 0.5949], [3.0150, 2.5440, 2.0568], [1.4660, 0.1687, -2.9967], [0.1531, 0.5100, -2.4298], [-0.9074, -0.3314, -3.0372], [-0.9554, -1.7731, -2.5355], [-1.5491, -1.9077, -1.1945], [-2.9995, -1.7225, -1.2923], [-1.2060, -3.1283, -0.5293], [-2.1728, -4.0861, -0.2137], [-1.8538, -5.2393, 0.4824], [-0.5512, -5.4730, 0.8907], [0.4220, -4.5387, 0.5911], [0.1141, -3.3744, -0.1136], [1.4632, -2.3078, -0.4682], [-0.1547, 1.9147, -2.5385], [0.4454, 2.7275, -3.4949], [0.1753, 4.0848, -3.5568], [-0.7102, 4.6635, -2.6627], [-1.3399, 3.8712, -1.7208], [-1.0601, 2.5140, -1.6506], [-1.8895, 1.4826, -0.4743], [1.4604, 0.2021, -4.0904], [1.7428, -0.8358, -2.6856], [2.2126, 0.8626, -2.6126], [-0.7464, -0.3647, -4.1213], [-1.8696, 0.1514, -2.8764], [0.0468, -2.1927, -2.5274], [-1.5554, -2.3480, -3.2525], [-3.4514, -2.4640, -1.9608], [-3.2276, -0.7405, -1.6881], [-3.4502, -1.8036, -0.3083], [-3.2009, -3.9599, -0.5193], [-2.6351, -5.9552, 0.7016], [-0.2958, -6.3706, 1.4374], [1.4473, -4.6945, 0.9001], [1.1413, 2.3062, -4.2059], [0.6579, 4.6876, -4.3142], [-0.9160, 5.7245, -2.7045], [-2.0430, 4.3132, -1.0278]], "forces_ev_per_a": [[0.50, 0.20, -0.22], [-0.02, 0.09, -0.14], [0.05, -0.31, -0.12], [-0.06, -0.04, -0.05], [0.01, 0.02, -0.23], [0.18, -0.13, -0.11], [0.08, 0.28, -0.07], [-0.09, -0.13, 0.06], [-0.18, 0.08, -0.33], [0.07, 0.05, 0.07], [-0.14, -0.22, 0.09], [-0.15, -0.09, -0.01], [-0.18, -0.55, -0.08], [-0.02, 0.03, 0.05], [0.01, 0.00, 0.00], [-0.01, 0.05, 0.08], [-0.03, 0.06, -0.01], [-0.04, 0.00, 0.05], [0.00, -0.04, 0.03], [-0.02, 0.06, 0.02], [-0.01, 0.03, 0.03], [0.03, 0.03, 0.00], [-0.03, -0.11, 0.12], [0.06, 0.01, 0.05], [0.03, -0.06, 0.08], [0.01, 0.07, -0.01], [0.06, 0.05, -0.10], [0.02, 0.04, 0.07], [0.12, 0.06, -0.06], [0.11, -0.04, 0.01], [-0.03, -0.07, 0.27], [-0.05, -0.21, -0.03], [0.05, 0.13, -0.15], [-0.01, 0.13, 0.07], [0.09, 0.12, 0.05], [0.07, -0.29, 0.16], [-0.08, 0.01, -0.04], [0.03, -0.07, 0.06], [-0.04, -0.02, -0.01], [-0.08, 0.05, -0.05], [-0.13, -0.12, -0.11], [-0.20, 0.76, 0.39], [-0.08, 0.22, 0.00], [0.03, -0.10, -0.03], [-0.01, 0.00, 0.03], [0.02, 0.06, -0.03], [0.01, -0.02, 0.00], [-0.09, -0.10, -0.03], [0.20, -0.26, 0.08], [-0.01, 0.03, 0.02], [-0.05, -0.02, -0.03], [-0.01, 0.01, 0.00], [-0.03, 0.08, 0.00], [0.02, 0.07, -0.02], [-0.04, -0.06, -0.03], [0.04, -0.03, -0.01], [-0.02, 0.00, 0.02], [0.01, 0.12, -0.01], [-0.05, 0.04, 0.08], [0.06, 0.04, 0.02], [0.02, 0.00, -0.01], [0.00, 0.01, -0.01], [0.00, 0.00, 0.02], [-0.01, -0.01, 0.03], [0.01, 0.00, 0.01], [-0.02, -0.02, 0.00], [-0.01, 0.00, -0.02]], "nbo_charge": [1.110, -0.536, -0.532, 0.254, -0.535, -0.534, 0.291, -0.526, -0.546, 0.273, -0.549, -0.518, -0.387, 0.258, 0.239, 0.239, 0.243, 0.249, 0.243, 0.239, 0.221, 0.234, 0.224, 0.247, 0.238, 0.238, 0.232, 0.242, 0.201, -0.436, -0.497, -0.228, -0.241, -0.473, -0.423, 0.199, -0.261, -0.198, -0.211, -0.196, -0.252, -0.257, 0.122, -0.228, -0.177, -0.195, -0.225, -0.112, 0.280, 0.197, 0.235, 0.228, 0.210, 0.212, 0.240, 0.204, 0.192, 0.207, 0.222, 0.220, 0.223, 0.225, 0.226, 0.228, 0.230, 0.231, 0.221]}

=====

Q: What is the formula in the third record?
A: C24H34InN2S6